{"formula": "C5H10N", "method": "the ωB97M-V functional and the def2-TZVPD basis", "homo_lumo_gap_ev": 10.056, "charge": 1, "relative_energy_kj_mol": 567.1, "e_tot_ha": -250.78929, "symbols": ["C", "C", "C", "C", "C", "N", "H", "H", "H", "H", "H", "H", "H", "H", "H", "H"], "xyz": [[-1.5214, -0.7687, 0.1980], [-0.1786, -0.7677, -0.5699], [0.7172, -0.0899, 0.4470], [-0.2096, 0.6474, -0.4134], [2.1966, 0.0042, 0.0715], [-1.5805, 0.6651, 0.1663], [-2.4304, -1.1644, -0.4237], [-1.3659, -1.2120, 1.2210], [0.1348, -1.4605, -1.4757], [0.6575, -0.0125, 1.5970], [-0.2895, 2.0457, -1.5925], [2.7855, -0.9163, 0.2004], [2.6772, 0.6198, 0.8016], [2.4857, 0.2286, -0.9994], [-2.3058, 1.0408, -0.3875], [-1.7728, 1.1405, 1.1593]], "lowdin_charge": [-0.10, -0.15, -0.24, -0.23, -0.06, 0.07, 0.18, 0.16, 0.21, 0.19, 0.29, 0.09, 0.07, 0.11, 0.15, 0.25]}

***

{"formula": "C2H3N5O", "method": "the ωB97M-V functional and the def2-TZVPD basis", "homo_lumo_gap_ev": 8.114, "relative_energy_kj_mol": 630.5, "e_tot_ha": -426.81746, "symbols": ["C", "C", "H", "H", "H", "N", "N", "N", "N", "N", "O"], "xyz": [[-0.7529, -0.5667, -0.4217], [1.5158, 0.1714, 0.4079], [-2.1822, 0.4657, -1.2131], [-2.9095, -1.1369, -0.3460], [2.4480, 1.4133, 1.1796], [-2.1245, -0.3007, -0.5213], [-0.1683, 0.7682, -0.8777], [0.9701, 1.1474, -0.3041], [2.3285, 0.5565, 1.3419], [-0.3108, -1.3988, 0.5251], [1.1858, -1.1195, 0.2296]], "lowdin_charge": [-0.39, -0.55, 0.08, 0.20, -0.05, 0.07, 0.13, 0.13, 0.27, 0.18, -0.07]}

***

{"formula": "C3H5NOS2", "method": "the ωB97M-V functional and the def2-TZVPD basis", "homo_lumo_gap_ev": 8.358, "relative_energy_kj_mol": 476.1, "e_tot_ha": -1043.50791, "symbols": ["C", "C", "C", "H", "H", "H", "H", "H", "N", "O", "S", "S"], "xyz": [[-1.9141, 0.2345, 0.0098], [-0.8189, -0.6819, 0.4352], [2.4753, 0.0838, -0.4693], [-0.4508, 1.7903, 0.7952], [-0.9056, -1.4485, -0.3846], [-1.0656, -1.0535, 1.3335], [2.9113, -0.1569, 0.7453], [3.0744, 0.2148, -1.4318], [1.1616, -0.1398, -0.8394], [0.4275, -0.1620, 0.4406], [-1.5616, 1.8879, -0.1736], [-3.3335, -0.5687, -0.4610]], "lowdin_charge": [-1.19, -0.40, -0.01, -0.01, 0.12, 0.09, 0.17, 0.07, 0.04, -0.28, 0.80, 0.59]}

***

{"formula": "C13H31CuN2O7", "method": "the ωB97M-V functional and the def2-TZVPD basis", "homo_lumo_gap_ev": [8.951, 4.266], "charge": 1, "e_tot_ha": -2790.19148, "multiplicity": 2, "symbols": ["Cu", "O", "C", "O", "O", "H", "C", "O", "C", "C", "N", "C", "C", "O", "C", "H", "H", "H", "H", "H", "H", "H", "H", "H", "H", "H", "H", "H", "H", "H", "C", "O", "C", "C", "N", "C", "C", "O", "C", "H", "H", "H", "H", "H", "H", "H", "H", "H", "H", "H", "H", "H", "H", "H"], "xyz": [[-0.9539, 0.0040, -0.6013], [0.4500, -1.2792, -2.0717], [1.2369, -2.2875, -1.9028], [1.8733, -2.7151, -2.9099], [1.1144, -2.9348, -0.8379], [0.6634, -0.9986, -2.9646], [-3.1505, -1.1956, -2.4798], [-2.7339, -1.2530, -1.1149], [-2.3205, -2.4939, -0.7128], [-1.9759, -2.5437, 0.7237], [-0.7351, -1.8063, 1.0042], [-0.5633, -1.5358, 2.4440], [0.6767, -0.8073, 2.8376], [0.4692, 0.5689, 2.6006], [1.2796, 1.5168, 3.3112], [-2.4489, -1.4874, -3.2613], [-3.3446, -0.1402, -2.6709], [-4.1272, -1.6239, -2.7053], [-1.5605, -2.9338, -1.3585], [-3.2995, -2.9729, -0.7305], [-1.6972, -3.5349, 1.0814], [-2.8476, -2.3083, 1.3343], [-0.0208, -2.3737, 0.5708], [-0.5503, -2.5992, 2.6834], [-1.4739, -1.1053, 2.8606], [1.5389, -1.1887, 2.2905], [0.7832, -1.0290, 3.8994], [2.2865, 1.1147, 3.4230], [0.7122, 1.6442, 4.2331], [1.3319, 2.5160, 2.8789], [-3.0219, 1.8160, 1.0613], [-2.1454, 1.8299, -0.1191], [-1.3091, 2.9446, -0.2017], [-0.3308, 2.7253, -1.3569], [0.7009, 1.6526, -1.1857], [1.8990, 2.0164, -0.4124], [3.0024, 0.8179, -0.3329], [3.4836, 0.5309, -1.6329], [4.5018, -0.4911, -1.5866], [-3.5214, 2.7767, 1.1867], [-2.3652, 1.7141, 1.9253], [-3.7313, 0.9962, 0.9482], [-0.8346, 3.3299, 0.7008], [-1.8864, 3.8399, -0.4326], [0.1280, 3.6778, -1.6223], [-0.9237, 2.3839, -2.2055], [0.8856, 1.3643, -2.1359], [1.7831, 2.1345, 0.6650], [2.2374, 2.9831, -0.7856], [2.6055, -0.0972, 0.1065], [3.7866, 1.1429, 0.3508], [5.4935, -0.0535, -1.4717], [4.4553, -1.0250, -2.5357], [4.4948, -1.2264, -0.7819]], "mulliken_spin": [0.03, 0.01, -0.08, 0.63, 0.38, 0.01, 0.00, 0.00, 0.00, 0.00, 0.00, 0.00, 0.00, 0.00, 0.00, 0.00, 0.00, 0.00, 0.00, 0.00, 0.00, 0.00, 0.01, 0.00, 0.00, 0.00, 0.00, 0.00, 0.00, 0.00, 0.00, 0.00, 0.00, 0.00, 0.01, 0.00, 0.00, 0.00, 0.00, 0.00, 0.00, 0.00, 0.00, 0.00, 0.00, 0.00, 0.00, 0.00, 0.00, 0.00, 0.00, 0.00, 0.00, 0.00]}

***

{"formula": "C21H23FeN4O6Si", "method": "the ωB97M-V functional and the def2-TZVPD basis", "homo_lumo_gap_ev": [5.147, 5.191], "relative_energy_kj_mol": 453.5, "e_tot_ha": -3037.44661, "multiplicity": 2, "symbols": ["Fe", "C", "C", "C", "C", "C", "H", "H", "H", "H", "H", "C", "C", "C", "C", "C", "C", "N", "N", "Si", "C", "C", "C", "H", "H", "H", "H", "H", "H", "H", "H", "H", "H", "H", "H", "H", "H", "H", "O", "C", "O", "C", "C", "C", "C", "C", "C", "N", "O", "O", "N", "O", "O", "H", "H", "H"], "xyz": [[0.2567, -0.0410, 0.1437], [-0.0251, 1.2876, 2.5389], [0.4559, 2.2551, 1.6409], [-0.4831, 2.3868, 0.5962], [-1.5414, 1.4877, 0.8454], [-1.2485, 0.7966, 2.0416], [0.4410, 1.0008, 3.4642], [1.3288, 2.8675, 1.7841], [-0.4512, 3.1340, -0.1746], [-2.4597, 1.4155, 0.2918], [-1.8816, 0.0786, 2.5325], [1.2839, -3.9765, -0.3834], [0.9783, -3.1376, -1.5802], [1.1980, -3.6428, -2.8578], [0.9428, -2.8207, -3.9463], [0.4240, -1.5624, -3.7454], [0.1567, -1.1295, -2.4268], [0.4842, -1.9260, -1.3814], [-0.4199, 0.0296, -2.0809], [-1.7260, 0.7674, -2.9464], [-3.2812, -0.2570, -2.4769], [-1.6266, 0.7671, -4.8660], [-1.9230, 2.5952, -2.4540], [1.0549, -5.0187, -0.5856], [0.7034, -3.6241, 0.4620], [2.3434, -3.8930, -0.1400], [1.5611, -4.6504, -2.9847], [1.1413, -3.1755, -4.9477], [0.2307, -0.8992, -4.5678], [-3.1914, -1.2674, -2.8661], [-4.2017, 0.1663, -2.8667], [-3.3781, -0.3329, -1.3983], [-1.8686, -0.2052, -5.2869], [-0.6419, 1.0564, -5.2238], [-2.3370, 1.4807, -5.2755], [-2.3385, 2.7086, -1.4613], [-2.5971, 3.0915, -3.1454], [-0.9769, 3.1245, -2.4859], [2.3355, -0.5722, 0.9912], [1.8286, -1.5185, 1.6343], [0.5883, -1.6927, 1.7035], [2.7086, -2.5568, 2.2913], [4.0910, -2.5411, 2.1462], [4.8378, -3.6116, 2.6266], [4.2375, -4.6965, 3.2504], [2.8578, -4.6870, 3.3989], [2.0916, -3.6228, 2.9424], [2.2084, -5.8303, 4.0179], [2.9028, -6.7729, 4.3213], [1.0101, -5.7712, 4.1693], [6.2770, -3.6242, 2.4363], [6.7931, -2.6141, 2.0168], [6.8596, -4.6506, 2.7017], [4.5777, -1.7077, 1.6609], [4.8331, -5.5292, 3.6024], [1.0178, -3.6232, 3.0652]], "mulliken_spin": [0.91, 0.12, -0.07, 0.05, 0.05, -0.08, 0.00, 0.00, 0.00, 0.00, 0.00, 0.00, 0.00, 0.00, 0.00, 0.00, 0.00, 0.02, -0.02, 0.00, 0.00, 0.00, 0.00, 0.00, 0.00, 0.00, 0.00, 0.00, 0.00, 0.00, 0.00, 0.00, 0.00, 0.00, 0.00, 0.00, 0.00, 0.00, -0.02, -0.01, 0.03, 0.01, 0.00, 0.00, 0.00, 0.00, 0.00, 0.00, 0.00, 0.00, 0.00, 0.00, 0.00, 0.00, 0.00, 0.00]}

***

{"formula": "C21H57ClN9O13", "method": "the ωB97M-V functional and the def2-TZVPD basis", "homo_lumo_gap_ev": 9.200, "charge": -1, "relative_energy_kj_mol": 0.0, "e_tot_ha": -2765.22363, "symbols": ["Cl", "O", "O", "O", "O", "C", "O", "C", "C", "N", "C", "C", "O", "C", "H", "H", "H", "H", "H", "H", "H", "H", "H", "H", "H", "H", "H", "H", "H", "C", "O", "C", "C", "N", "C", "C", "O", "C", "H", "H", "H", "H", "H", "H", "H", "H", "H", "H", "H", "H", "H", "H", "H", "C", "O", "C", "C", "N", "C", "C", "O", "C", "H", "H", "H", "H", "H", "H", "H", "H", "H", "H", "H", "H", "H", "H", "H", "C", "O", "N", "N", "H", "H", "H", "H", "C", "O", "N", "N", "H", "H", "H", "H", "C", "O", "N", "N", "H", "H", "H", "H"], "xyz": [[-0.7806, 0.5708, 1.5295], [0.6335, 0.6049, 1.2011], [-1.4378, 1.8616, 1.2980], [-1.4080, -0.3980, 0.6720], [-0.8266, 0.2567, 2.9351], [1.3230, 3.0913, -1.2159], [1.9186, 2.5687, -2.3963], [1.8298, 1.1592, -2.3833], [2.4879, 0.5771, -3.6358], [1.9348, 1.2836, -4.7879], [2.7538, 1.0638, -6.0158], [4.1441, 1.7710, -6.0120], [5.1684, 1.2191, -5.2135], [5.5286, -0.1023, -5.5617], [1.8544, 2.6833, -0.3494], [0.2784, 2.7736, -1.2097], [1.4356, 4.1728, -1.1765], [0.8287, 0.7120, -2.3417], [2.3199, 0.8466, -1.4533], [2.4565, -0.5155, -3.6070], [3.5754, 0.7065, -3.5344], [2.1132, 2.2680, -4.6081], [2.1178, 1.1025, -6.8990], [2.9782, -0.0105, -5.9707], [4.0155, 2.8009, -5.6759], [4.5585, 1.7836, -7.0302], [5.9010, -0.1941, -6.5879], [4.7199, -0.8267, -5.4569], [6.3435, -0.3649, -4.8917], [-8.1871, 0.2200, 2.9094], [-7.0204, 0.9283, 3.2044], [-6.0131, 0.7007, 2.2179], [-4.9638, 1.7836, 2.3150], [-5.5125, 3.1511, 2.2678], [-4.4029, 4.1075, 2.3056], [-4.9814, 5.5061, 2.5045], [-5.7555, 5.6517, 3.7124], [-5.7030, 6.9955, 4.1726], [-8.3639, 0.0600, 1.8414], [-9.0634, 0.6343, 3.4077], [-8.2012, -0.8214, 3.2756], [-6.4436, 0.7798, 1.2147], [-5.6162, -0.3015, 2.3960], [-4.2667, 1.7725, 1.4709], [-4.2442, 1.6235, 3.1289], [-6.0988, 3.3144, 3.0790], [-3.9781, 4.2535, 1.3075], [-3.6144, 3.8142, 3.0012], [-5.7219, 5.7197, 1.7250], [-4.2194, 6.2816, 2.3880], [-4.7565, 7.2276, 4.6753], [-6.4604, 7.0191, 4.9543], [-5.8116, 7.7365, 3.3793], [5.0203, -7.7971, -0.3293], [6.3669, -7.4813, -0.6006], [6.7405, -6.1008, -0.5308], [6.3461, -5.2983, 0.7198], [4.9476, -4.8680, 0.6680], [4.7330, -3.6633, 1.4494], [3.3086, -3.1621, 1.1614], [3.1661, -2.8036, -0.1898], [1.9125, -2.2498, -0.5177], [4.2848, -7.2809, -0.9498], [4.8064, -7.6633, 0.7361], [4.9104, -8.8730, -0.4874], [6.6484, -5.5312, -1.4614], [7.8155, -6.3085, -0.4682], [7.0911, -4.4951, 0.7277], [6.4452, -5.9602, 1.5811], [4.6572, -4.6363, -0.2766], [5.3963, -2.8405, 1.1382], [4.8394, -3.7715, 2.5294], [3.1485, -2.2681, 1.7712], [2.6476, -3.9625, 1.5068], [1.1713, -2.9324, -0.0900], [1.8254, -2.1822, -1.6031], [1.7058, -1.2275, -0.1837], [-3.0936, -3.8967, 0.9428], [-3.3536, -5.1029, 0.9756], [-2.3139, -3.2875, 0.0173], [-3.4299, -3.0685, 1.9818], [-2.2277, -2.2889, 0.0485], [-1.8780, -3.7404, -0.7618], [-2.9094, -2.2202, 2.1221], [-3.8282, -3.5646, 2.7598], [-3.0843, -0.1171, -2.4040], [-2.5836, -1.2357, -2.5697], [-2.2888, 0.9320, -1.9672], [-4.2960, 0.2130, -2.9044], [-1.3792, 0.5614, -1.7456], [-2.8168, 1.5126, -1.3297], [-4.7947, -0.5932, -3.2502], [-4.8583, 1.0224, -2.7285], [1.4391, 3.6655, 3.8714], [1.7986, 4.6416, 4.5236], [0.2178, 3.0562, 3.9883], [2.1943, 3.1658, 2.8292], [-0.4431, 3.5249, 4.5800], [0.0324, 2.1595, 3.5766], [1.7699, 2.5231, 2.1799], [2.8264, 3.8717, 2.4882]], "lowdin_charge": [0.64, -0.38, -0.38, -0.37, -0.36, -0.08, -0.19, -0.23, -0.21, -0.04, -0.18, -0.21, -0.20, -0.12, 0.07, 0.08, 0.09, 0.11, 0.12, 0.12, 0.11, 0.09, 0.11, 0.09, 0.12, 0.11, 0.09, 0.07, 0.09, -0.14, -0.18, -0.21, -0.21, -0.05, -0.21, -0.22, -0.20, -0.13, 0.08, 0.08, 0.08, 0.12, 0.12, 0.11, 0.12, 0.10, 0.12, 0.12, 0.12, 0.11, 0.08, 0.08, 0.08, -0.13, -0.20, -0.21, -0.21, -0.06, -0.22, -0.24, -0.19, -0.09, 0.09, 0.08, 0.08, 0.12, 0.12, 0.11, 0.12, 0.10, 0.12, 0.12, 0.13, 0.13, 0.09, 0.08, 0.06, -0.68, -0.02, 0.17, 0.14, 0.04, 0.10, 0.08, 0.10, -0.67, 0.00, 0.15, 0.15, 0.07, 0.09, 0.10, 0.09, -0.67, -0.01, 0.17, 0.15, 0.10, 0.04, 0.06, 0.09]}